No. 1
C32H35N5O11P2Pt as an isolated structure. Source: the Open Molecules 2025 dataset; level of theory: ωB97M-V/def2-TZVPD.

ORCA input file:
```
! RIJCOSX wB97M-V def2-TZVPD def2/J DEFGRID3
* xyz 0 1
Pt -1.05 0.54 -0.89
C -0.65 -1.54 1.76
P -0.76 -1.50 -0.04
C 0.72 -2.27 -0.76
N 1.13 -3.43 -0.35
C 2.21 -3.96 -1.00
C 2.75 -5.18 -0.56
C 3.81 -5.74 -1.23
C 4.36 -5.10 -2.36
C 3.85 -3.90 -2.80
C 2.77 -3.31 -2.12
N 2.29 -2.10 -2.55
C 1.34 -1.58 -1.85
P 0.66 0.06 -2.29
C 0.09 -0.28 -3.98
C 1.98 1.39 -2.42
C 1.82 2.42 -1.31
C 1.80 2.12 -3.76
C 3.37 0.76 -2.36
C -2.16 -2.61 -0.50
C -3.49 -1.94 -0.11
C -2.14 -2.82 -2.02
C -2.05 -3.96 0.22
H -0.37 -2.54 2.08
H -1.61 -1.25 2.18
H 0.11 -0.83 2.07
H 2.31 -5.66 0.31
H 4.23 -6.68 -0.89
H 5.20 -5.55 -2.87
H 4.27 -3.39 -3.65
H 0.93 -0.58 -4.61
H -0.40 0.59 -4.41
H -0.62 -1.11 -3.94
H 0.86 2.93 -1.36
H 2.60 3.18 -1.44
H 1.93 1.98 -0.32
H 0.81 2.58 -3.85
H 1.96 1.47 -4.62
H 2.54 2.91 -3.81
H 3.53 0.22 -1.43
H 4.10 1.57 -2.42
H 3.54 0.08 -3.19
H -3.66 -1.03 -0.69
H -3.52 -1.68 0.95
H -4.30 -2.64 -0.31
H -2.25 -1.87 -2.55
H -2.98 -3.46 -2.30
H -1.22 -3.31 -2.35
H -2.16 -3.85 1.30
H -1.10 -4.45 0.01
H -2.85 -4.61 -0.13
O 3.67 -0.83 0.66
C 2.66 -0.21 0.99
O 1.58 -0.13 0.31
C 2.64 0.53 2.31
C 3.70 0.38 3.20
C 3.72 1.04 4.44
C 2.65 1.85 4.72
O 2.44 2.63 5.83
C 1.09 3.07 5.72
O 0.70 2.91 4.36
C 1.60 2.01 3.84
C 1.56 1.37 2.63
H 4.51 -0.27 2.91
H 4.54 0.92 5.13
H 1.02 4.11 6.00
H 0.45 2.44 6.35
H 0.75 1.50 1.92
O -6.54 5.38 2.14
N -5.83 5.40 1.16
O -5.85 6.24 0.29
C -4.93 4.25 0.97
C -4.14 4.20 -0.14
C -3.27 3.13 -0.33
C -3.18 2.05 0.61
O -2.50 0.99 0.50
C -4.05 2.20 1.74
C -4.91 3.24 1.92
N -4.03 1.15 2.78
O -5.11 0.77 3.18
O -2.96 0.68 3.09
N -2.49 3.18 -1.54
O -1.45 2.50 -1.67
O -2.82 3.95 -2.41
H -4.18 5.00 -0.87
H -5.56 3.27 2.78
*
```

Calculated values
Relative energy (zero: lowest compared OMol25 entry of this formula, charge and spin)   0.00 kcal/mol
Energy   -3143.66420 hartree
Strongest force on any atom   0.0164 hartree/bohr

These are the Löwdin partial charges, in e, on atoms 1 to 8: 0.875, -0.164, 0.902, -0.392, 0.170, -0.190, -0.010, -0.070



No. 2
C32H35O4P2S3V as an isolated structure. Source: the Open Molecules 2025 dataset; level of theory: ωB97M-V/def2-TZVPD.

ORCA input file:
```
! RIJCOSX wB97M-V def2-TZVPD def2/J DEFGRID3
* xyz 1 4
V -1.54 0.66 -0.88
C -1.03 0.54 -4.39
C -1.81 1.85 -4.28
S -2.33 2.35 -2.61
C -4.10 1.99 -2.54
C -4.49 0.53 -2.68
S -3.72 -0.51 -1.40
C -3.23 -1.99 -2.33
C -1.93 -1.90 -3.13
S -2.01 -0.96 -4.68
H -0.37 0.40 -3.54
H -0.38 0.62 -5.27
H -2.70 1.84 -4.92
H -1.18 2.67 -4.63
H -4.60 2.58 -3.31
H -4.40 2.38 -1.57
H -4.21 0.14 -3.66
H -5.58 0.45 -2.57
H -4.06 -2.29 -2.97
H -3.12 -2.76 -1.56
H -1.66 -2.92 -3.42
H -1.11 -1.53 -2.51
O -0.82 -1.12 0.03
P -0.24 -0.93 1.42
C 0.76 0.58 1.48
P 1.53 0.99 -0.11
O 0.51 1.06 -1.22
C 2.72 -0.30 -0.46
C 3.72 -0.64 0.45
C 4.59 -1.68 0.17
C 4.47 -2.38 -1.02
C 3.48 -2.05 -1.93
C 2.60 -1.01 -1.65
C 2.33 2.57 0.14
C 2.15 3.55 -0.83
C 2.75 4.79 -0.68
C 3.54 5.05 0.43
C 3.72 4.07 1.41
C 3.11 2.84 1.26
C -1.52 -0.73 2.65
C -1.40 0.15 3.73
C -2.43 0.27 4.64
C -3.59 -0.49 4.48
C -3.71 -1.36 3.41
C -2.68 -1.49 2.50
C 0.82 -2.31 1.82
C 1.35 -2.45 3.10
C 2.22 -3.49 3.38
C 2.56 -4.39 2.38
C 2.03 -4.26 1.10
C 1.16 -3.22 0.82
H 1.53 0.48 2.25
H 0.13 1.45 1.71
H 3.84 -0.09 1.38
H 5.37 -1.93 0.88
H 5.16 -3.19 -1.24
H 3.39 -2.59 -2.86
H 1.82 -0.75 -2.35
H 1.52 3.34 -1.68
H 2.60 5.55 -1.43
H 4.00 6.02 0.55
H 4.32 4.28 2.28
H 3.25 2.09 2.04
H -0.51 0.75 3.85
H -2.34 0.95 5.47
H -4.39 -0.39 5.20
H -4.62 -1.94 3.29
H -2.78 -2.16 1.66
H 1.06 -1.76 3.89
H 2.62 -3.60 4.38
H 3.24 -5.20 2.60
H 2.29 -4.96 0.33
H 0.74 -3.10 -0.17
O -0.90 3.01 0.93
C -2.11 2.78 0.98
O -2.69 1.78 0.43
H -2.77 3.42 1.58
*
```

Calculated values
<S²>   3.76
Energy   -4362.64927 hartree
Strongest force on any atom   0.0104 hartree/bohr

These are the Löwdin partial charges, in e, on atoms 1 to 8: 0.550, -0.521, -0.472, 0.928, -0.488, -0.466, 0.920, -0.491



No. 3
A 2-piece molecular cluster, C32H36ClN3O8S overall at a distorted geometry. Source: the Open Molecules 2025 dataset; level of theory: ωB97M-V/def2-TZVPD.

ORCA input file:
```
! RIJCOSX wB97M-V def2-TZVPD def2/J DEFGRID3
* xyz 0 1
O -6.11 -1.38 1.95
N -5.51 -0.28 2.01
O -6.09 0.83 1.90
C -4.10 -0.28 2.22
C -3.39 0.93 2.29
C -2.01 0.94 2.50
C -1.31 -0.27 2.64
S 0.49 -0.26 2.95
C 1.23 -0.36 1.40
Cl 2.83 -0.04 1.13
O 0.74 1.03 3.57
O 0.72 -1.48 3.70
C -2.02 -1.49 2.56
C -3.40 -1.49 2.35
H -3.94 1.87 2.19
H -1.49 1.89 2.56
H 0.70 -0.92 0.64
H -1.50 -2.44 2.67
H -3.95 -2.43 2.29
C 7.02 1.54 -7.53
O 5.68 2.05 -7.41
C 5.04 1.91 -6.23
C 5.56 1.36 -5.05
C 4.92 1.56 -3.83
C 5.60 1.17 -2.54
C 6.34 2.36 -1.91
C 7.49 2.91 -2.76
O 7.41 3.53 -3.82
N 8.65 2.65 -2.09
C 9.95 2.97 -2.63
C 8.49 2.10 -0.75
C 9.19 0.73 -0.68
C 9.10 3.06 0.29
N 7.02 2.01 -0.66
C 6.33 1.51 0.38
C 6.93 1.06 1.55
C 6.28 0.54 2.66
C 6.99 0.13 3.84
C 6.28 -0.35 4.97
C 6.94 -0.76 6.13
C 8.34 -0.69 6.20
C 9.07 -0.21 5.10
C 8.41 0.20 3.94
C 3.65 2.15 -3.80
C 3.06 2.64 -4.97
O 1.88 3.30 -5.05
C 1.05 3.41 -3.88
C 3.74 2.48 -6.19
O 3.19 2.98 -7.34
C 3.45 4.37 -7.69
H 7.27 1.67 -8.59
H 7.72 2.11 -6.90
H 7.07 0.47 -7.26
H 6.53 0.84 -5.09
H 4.86 0.81 -1.81
H 6.34 0.37 -2.71
H 5.62 3.18 -1.74
H 9.84 3.37 -3.64
H 10.46 3.71 -2.00
H 10.58 2.07 -2.67
H 8.86 0.10 -1.52
H 10.28 0.89 -0.76
H 8.98 0.21 0.25
H 8.69 4.07 0.13
H 8.87 2.75 1.31
H 10.19 3.08 0.16
H 5.24 1.49 0.27
H 8.01 1.11 1.59
H 5.19 0.45 2.66
H 5.18 -0.40 4.91
H 6.37 -1.12 6.98
H 8.87 -1.01 7.10
H 10.16 -0.14 5.15
H 9.01 0.58 3.11
H 3.14 2.26 -2.84
H 0.13 3.87 -4.23
H 0.83 2.42 -3.45
H 1.53 4.05 -3.12
H 2.92 4.52 -8.63
H 3.04 5.03 -6.91
H 4.53 4.53 -7.81
*
```

Calculated values
Relative energy (zero: lowest compared OMol25 entry of this formula, charge and spin)   0.00 kcal/mol
Energy   -2865.25460 hartree
Strongest force on any atom   0.0710 hartree/bohr

These are the Löwdin partial charges, in e, on atoms 1 to 8: 0.048, -0.319, 0.046, -0.163, 0.011, -0.036, -0.237, 0.544